1.
An isolated molecule of C4H7N3O at a distorted geometry, computed with ωB97M-V/def2-TZVPD.

Values from the calculation:
- SMILES string: C=N/N=C\O/N=C\C
- Orbital gap: 9.73 eV
- ΔE to the lowest compared entry with this formula, charge and spin: 131.0 kcal per mole
- F_max: 0.1378 Eh/bohr
- Highest occupied orbital energy: -8.879 eV

Structure (ORCA input):
```
! wB97M-V def2-TZVPD RIJCOSX def2/J DEFGRID3
* xyz 0 1
C 3.23 0.88 -0.01
N 1.95 0.71 0.02
N 1.86 -0.71 -0.20
C 0.61 -1.26 0.05
O -0.48 -0.45 0.20
N -1.81 -1.00 0.06
C -2.62 -0.06 -0.19
C -2.42 1.48 -0.01
H 3.71 -0.13 0.00
H 3.69 1.79 0.24
H 0.50 -2.42 -0.01
H -3.62 -0.49 -0.15
H -1.45 1.83 -0.01
H -2.78 2.09 -0.80
H -2.99 1.68 0.95
*
```

2.
A cluster of 4 separate species, C20H27FO6 in total at a distorted geometry, computed with ωB97M-V/def2-TZVPD.

Values from the calculation:
- SMILES string: C#CC1=C(F)C(=O)C=C(OCCC)C1=O.CC(C)=O.CC(C)=O.CC(C)=O
- Orbital gap: 7.77 eV
- F_max: 0.0204 Eh/bohr
- Highest occupied orbital energy: -9.333 eV

Structure (ORCA input):
```
! wB97M-V def2-TZVPD RIJCOSX def2/J DEFGRID3
* xyz 0 1
C 6.12 2.18 4.26
C 5.13 2.71 3.83
C 4.20 3.43 3.01
C 4.04 4.75 3.08
F 4.73 5.50 3.92
C 3.07 5.49 2.20
O 3.15 6.68 2.03
C 2.01 4.65 1.58
C 2.10 3.33 1.51
O 1.17 2.54 0.95
C 0.43 1.72 1.90
C -0.15 2.50 3.07
C -1.31 1.77 3.74
C 3.36 2.66 2.03
O 3.69 1.56 1.65
H 6.88 1.70 4.84
H 1.13 5.12 1.17
H 1.12 0.94 2.24
H -0.37 1.25 1.32
H -0.50 3.46 2.69
H 0.61 2.73 3.81
H -1.66 2.40 4.56
H -2.16 1.61 3.08
H -0.97 0.84 4.19
C 0.66 -1.19 -2.13
C 0.64 -1.27 -0.63
C 1.84 -0.73 0.11
O -0.30 -1.75 -0.03
H -0.26 -1.61 -2.53
H 0.73 -0.15 -2.45
H 1.51 -1.74 -2.53
H 1.97 0.33 -0.11
H 2.74 -1.26 -0.20
H 1.70 -0.85 1.18
C -1.81 -1.31 -6.98
C -2.01 -1.28 -5.48
C -3.31 -1.85 -4.96
O -1.18 -0.83 -4.73
H -0.84 -0.87 -7.21
H -1.84 -2.33 -7.34
H -2.59 -0.73 -7.47
H -3.40 -2.90 -5.25
H -4.15 -1.30 -5.38
H -3.34 -1.77 -3.88
C -3.11 -5.54 1.02
C -3.86 -4.74 -0.02
C -3.10 -3.61 -0.67
O -5.00 -5.00 -0.31
H -3.76 -6.32 1.41
H -2.23 -6.00 0.57
H -2.79 -4.90 1.84
H -2.22 -3.99 -1.18
H -2.78 -2.88 0.08
H -3.75 -3.11 -1.39
*
```

3.
An isolated molecule of C3H6N2O2, computed with ωB97M-V/def2-TZVPD.

Values from the calculation:
- SMILES string: [H]/N=C\OCC(N)=O
- Orbital gap: 10.13 eV
- ΔE to the lowest compared entry with this formula, charge and spin: 55.0 kcal per mole
- F_max: 0.0086 Eh/bohr
- Highest occupied orbital energy: -9.319 eV

Structure (ORCA input):
```
! wB97M-V def2-TZVPD RIJCOSX def2/J DEFGRID3
* xyz 0 1
H 0.85 0.89 -1.73
N 1.33 0.72 -0.89
C 1.72 0.69 0.28
O 1.18 -0.07 1.28
C 0.05 -0.79 0.85
C -1.03 0.14 0.28
N -1.68 -0.34 -0.82
O -1.34 1.18 0.82
H 2.59 1.24 0.70
H 0.33 -1.56 0.12
H -0.34 -1.28 1.74
H -2.37 0.26 -1.25
H -1.29 -1.08 -1.37
*
```